80
Properties=species:S:1:pos:R:3 method="wB97M-V/def2-TZVPD" orbital_gap_ev=7.41 total_charge=+1
C -0.207 5.222 2.121
H 4.463 -5.789 1.741
H -2.361 2.214 3.350
H -1.384 -0.003 3.611
C 5.018 -5.449 0.861
C -1.280 -0.784 1.558
H -2.749 6.763 1.955
H 3.360 -3.504 1.251
H -0.001 2.336 -0.705
N 1.285 -4.902 0.509
C -1.823 3.843 -2.528
O -0.069 -1.569 3.431
H 0.012 -1.897 0.162
H -3.537 2.758 4.552
C 1.736 -4.457 -3.617
H 0.122 3.332 -3.326
H 3.582 -4.298 -6.389
H 0.927 -3.079 2.499
C 0.578 -2.058 2.276
C -0.725 7.472 1.623
H 1.032 -3.812 -5.582
C 4.099 -4.940 -0.244
C 3.290 -3.716 0.176
H -4.840 3.918 2.847
H -1.567 4.901 -2.592
H -5.256 1.293 3.674
C 3.888 -5.026 -4.355
H 0.996 -5.264 -3.663
H -0.801 5.882 0.153
H 1.589 -5.780 0.069
H 3.552 -2.813 -0.371
H -2.273 -0.763 1.114
H -3.835 0.281 3.396
H -1.218 2.823 -4.363
H 0.036 7.968 2.228
H 0.700 5.274 2.733
H -0.127 0.975 -2.692
C 3.022 -4.753 -5.574
H 1.532 -4.899 1.508
O -4.493 1.309 1.746
O -1.698 3.428 -1.165
H -2.139 -1.592 3.388
O 3.003 -4.997 -3.221
C -3.903 3.473 2.504
H -0.343 4.190 1.788
C -0.897 2.938 -3.329
H -1.555 1.539 -0.398
H -2.013 7.467 3.407
C -1.014 2.181 -1.096
H -0.762 0.139 1.289
H -1.119 8.194 0.908
O 1.861 -3.811 -0.140
C -4.291 1.244 3.159
C -0.971 1.644 -2.521
C 1.946 -3.838 -4.992
H -3.204 2.542 0.685
H 0.855 6.350 0.576
C -0.444 -1.995 1.146
C -1.811 6.880 2.511
H 1.462 -1.451 2.047
C -1.314 -0.947 3.073
C -4.124 2.613 1.272
H 4.653 -4.253 -4.229
H 1.418 -3.730 -2.867
H 2.575 -5.679 -5.940
H -2.863 3.717 -2.849
H -1.893 1.105 -2.753
H 4.669 -4.693 -1.137
H -3.180 4.267 2.327
O -1.335 5.593 2.913
H 0.272 -4.773 0.411
H 5.708 -4.671 1.195
H 4.378 -5.999 -4.381
C -3.418 2.440 3.517
H -1.084 -2.886 1.153
H -4.914 2.983 0.617
C -0.154 6.216 0.967
H 5.621 -6.289 0.513
H 3.429 -5.732 -0.596
H 2.323 -2.817 -4.897

7
Properties=species:S:1:pos:R:3 method="wB97M-V/def2-TZVPD" de_lowest_ev=4.0706 orbital_gap_ev="7.97 / 8.28" total_charge=0
F 1.491 1.175 -0.608
P -1.192 0.521 -0.325
F -1.344 0.883 1.234
H 0.955 -0.675 -0.635
C 0.623 0.161 -0.164
F -1.343 -2.139 -0.340
H 0.810 0.073 0.838

107
Properties=species:S:1:pos:R:3 method="wB97M-V/def2-TZVPD" orbital_gap_ev=7.30 total_charge=+1
H -2.842 -0.584 6.680
C -6.345 -2.207 -2.944
C 2.817 -0.784 -2.437
C 2.651 -2.294 -7.637
C 1.040 -2.541 -5.450
H 2.296 -2.316 -0.710
C 1.271 -2.242 -7.803
H -5.926 -2.968 -3.756
H 0.996 0.287 8.394
C 6.190 -4.851 1.199
C -8.345 -2.166 -1.578
C -1.631 1.142 0.598
H -3.294 1.873 -0.842
C -0.614 1.868 6.038
C 0.188 0.498 7.700
C -1.780 1.129 5.920
H -3.816 -0.737 -2.253
H -0.402 -0.219 -3.158
C -3.243 5.610 2.649
C -5.860 -0.697 -3.367
N 0.375 1.578 6.911
C -2.640 4.624 5.119
N 2.376 -2.598 -5.258
H 4.221 -2.525 -6.177
H 0.439 -2.641 -4.551
H -2.310 1.256 -2.687
C -1.052 3.114 -2.108
C 2.760 1.916 -1.935
H -0.922 2.072 0.559
C -0.030 0.297 -1.160
H 2.082 2.030 -2.910
H -8.388 -1.022 -1.296
H -1.037 -1.163 8.309
H 8.079 0.623 3.367
H -1.617 0.766 1.731
H -4.478 1.026 -2.807
H -5.853 -2.473 -1.915
C -1.942 0.021 6.745
C 2.544 0.416 -1.310
H 3.229 -3.802 3.357
C 7.019 -0.464 1.838
C -3.213 1.472 0.263
H -3.773 6.260 5.937
H -6.734 0.066 -3.560
H -5.276 -0.818 -4.401
H 3.405 0.269 -0.497
H -9.462 -2.561 -1.581
C -2.478 4.470 2.831
H -7.695 -2.757 -0.777
H 2.142 -0.490 -3.363
H -5.744 1.429 -0.875
H -3.685 -0.865 0.166
H 1.264 -0.076 0.419
H 0.842 -2.103 -8.791
H 7.060 2.743 -0.224
N 5.842 -3.546 1.220
H 3.907 -6.207 3.283
C -0.941 -0.305 7.653
C 7.656 1.843 1.643
H 5.852 -6.870 1.860
C -4.760 -0.029 -2.325
C 5.530 -5.837 1.916
H 6.981 -1.398 2.387
H -1.192 1.925 -4.055
C 3.151 -2.474 -6.358
C -3.416 5.769 5.038
C -5.368 0.307 -0.835
H -2.085 3.918 1.982
N 6.470 0.768 -0.164
C 4.787 -3.213 1.996
H -3.462 5.976 1.652
H 1.184 -2.473 -2.307
C -3.721 6.270 3.777
C 6.461 -0.363 0.574
N -2.164 3.961 4.043
H -0.439 2.740 5.414
C 7.629 0.664 2.379
C -1.239 1.684 -2.887
O -7.815 -2.271 -2.952
H 3.880 1.953 -2.349
N -1.228 -0.014 -0.291
H 2.528 2.784 -1.185
H -4.697 0.147 1.426
C 7.067 1.846 0.388
H -2.372 4.197 6.081
N 1.223 0.194 -0.609
O 0.014 3.510 -1.408
N -0.157 0.661 -2.623
C 4.448 -5.462 2.706
H -3.683 2.309 0.950
H 8.124 2.738 2.036
H 7.043 -5.093 0.571
H 4.526 -2.159 1.994
C 4.067 -4.126 2.750
H 3.960 -0.798 -2.694
H -6.277 -0.408 -0.637
H -4.325 7.166 3.673
H 3.002 -3.059 -2.390
C 2.279 -2.253 -1.891
H -0.634 -2.332 -6.786
Br -2.604 4.438 -2.139
H -2.542 1.410 5.202
C 0.446 -2.368 -6.690
H 3.321 -2.198 -8.484
C -4.209 0.163 0.362
H 5.977 -1.216 0.107
H -0.879 -0.759 0.384

75
Properties=species:S:1:pos:R:3 method="wB97M-V/def2-TZVPD" orbital_gap_ev="9.19 / 7.32" spin_multiplicity=5 total_charge=+4
H -1.607 1.029 1.947
H -0.192 2.753 -2.886
H 2.513 0.104 -0.766
H -2.314 -2.417 -3.289
H 0.254 3.907 -1.618
C -1.074 1.647 2.673
H 2.494 -3.432 -1.641
O 1.542 -1.651 -1.167
As -0.415 1.734 -0.599
H 1.409 2.647 -2.111
C 1.020 2.631 3.441
H -1.235 1.216 3.662
H 0.761 2.224 4.422
H 1.593 -2.699 2.829
O -2.720 -1.278 -0.006
H 2.065 0.308 1.987
C -1.323 -1.725 2.691
H -1.069 -1.573 -5.097
As 2.917 3.063 3.657
H 3.579 -1.253 -1.221
H -0.395 0.803 -4.807
C 3.925 1.736 4.609
H 1.794 -2.556 -3.014
H -2.813 1.910 0.233
C 1.050 0.315 2.397
C 1.406 -2.602 1.758
H 2.616 -0.427 -2.471
C 1.633 -2.848 -1.975
H -5.059 -1.374 -2.136
H 1.678 2.295 0.645
C 3.842 3.750 2.120
H 0.372 -4.516 -2.455
N -5.402 -1.801 -0.075
Pt -0.626 -0.757 -1.124
H -1.598 -2.742 2.417
H 3.236 4.517 1.643
C 0.356 2.875 -1.954
H -6.151 -1.325 0.436
H 1.114 -0.024 3.436
C -3.311 -0.818 -1.021
H 1.091 -0.130 -5.107
C 0.420 1.714 2.330
O -2.681 -0.267 -1.952
C -0.461 -1.903 -4.251
H -1.345 -3.815 -3.787
H 0.993 -3.541 1.393
H -5.267 0.049 -1.124
H 3.380 1.452 5.507
C -2.177 2.511 -0.411
H 4.883 2.176 4.887
H -0.950 -1.717 3.717
O -0.816 -2.863 -2.015
H 0.374 3.420 0.995
H -2.612 2.568 -1.408
H 2.330 -2.376 1.236
H 4.066 2.935 1.429
H 0.281 -4.015 -0.764
H 0.540 3.611 3.383
H -2.183 -1.071 2.599
O -0.036 -0.766 -3.479
C 0.630 2.357 0.952
C 0.444 0.289 -4.336
C -1.303 -2.806 -3.374
H 0.422 -2.410 -4.650
C 2.633 -0.751 -1.430
H -1.529 2.638 2.664
H 4.093 0.871 3.965
H 1.020 0.977 -3.727
C -4.818 -0.943 -1.166
As 0.117 -1.182 1.524
C 0.367 -3.653 -1.788
H -2.089 3.517 -0.002
H -5.802 -2.670 -0.441
H 4.776 4.189 2.469
H -4.658 -2.046 0.591